Formula: C4H8N2
Source: the OMol25 dataset
Level of theory: ωB97M-V/def2-TZVPD

Geometry as XYZ:
```
14
Properties=species:S:1:pos:R:3:forces:R:3
C 1.50004 -0.87564 0.49233 -0.1076 -0.1173 0.0834
N 0.65291 0.07154 0.83413 -0.0676 0.0763 -0.0186
C -0.57294 0.35193 0.33820 0.0938 -0.1370 0.0570
C -1.26132 -0.62120 -0.56330 -0.0109 0.0207 -0.0573
C -1.21571 1.50722 0.83437 -0.4042 0.7696 0.3513
N -1.75247 2.46750 1.21717 0.4961 -0.8777 -0.3182
H 1.19712 -1.62971 -0.21912 0.0317 0.0846 0.1443
H 2.48511 -0.87322 0.93451 -0.1876 0.0021 0.0258
H 1.46865 0.52619 -1.47902 -0.0390 0.1251 -0.1887
H 1.00079 0.75441 1.50163 -0.0509 -0.0595 -0.0986
H 0.84246 0.94059 -1.47504 0.1142 0.0450 -0.1606
H -2.10099 -0.13379 -1.06398 0.0909 -0.0688 0.1329
H -0.59373 -1.00094 -1.34704 -0.0413 0.0892 0.1256
H -1.64991 -1.48488 -0.00486 0.0824 0.0478 -0.0785
```
Positions in Å, forces in eV/Å.

## Properties
ΔE to the lowest compared entry with this formula, charge and spin, kJ/mol: 281.0
2S+1: 1
HOMO energy (alpha / beta), eV: -7.62 / -7.62
HOMO-LUMO gap (alpha / beta), eV: 8.1428 / 8.1422
Maximum force, eV/Å: 1.057

---

Formula: C28H81N3O16
Source: the OMol25 dataset
Level of theory: ωB97M-V/def2-TZVPD

Geometry as XYZ:
```
128
Properties=species:S:1:pos:R:3:forces:R:3
C -7.61783 1.47622 2.39841 -0.7045 -2.3249 -1.9833
O -6.29862 1.01252 2.36983 0.4932 0.1825 0.4642
C -5.73563 0.94030 1.06868 0.4347 -1.5712 1.1495
C -4.21108 0.83228 1.19788 -1.4732 -1.4824 -0.3720
N -3.85590 -0.36138 1.92156 0.7244 0.6927 0.8275
C -3.92285 -1.53893 1.14750 0.2085 -1.6112 -0.7491
C -2.51521 -1.99969 0.77235 0.1887 -0.3892 -1.1157
O -2.59357 -3.07430 -0.17792 0.3348 0.4483 0.3430
C -1.29407 -3.50928 -0.58437 -0.4886 -0.6563 0.6451
H -8.29056 0.91767 1.65898 0.8016 0.0420 0.7828
H -7.74032 2.45452 2.02775 0.1691 1.7670 0.1954
H -8.00600 1.26209 3.36222 -0.3537 0.3582 0.9244
H -5.97435 1.80554 0.56273 -0.6567 2.0278 -1.5118
H -6.20113 0.06897 0.60293 0.2052 -0.0372 -0.5048
H -3.90628 1.69977 1.70309 0.7184 1.2469 0.8307
H -3.73217 0.78859 0.21282 -0.3001 0.1186 0.1985
H -4.22560 -0.44609 2.85775 -0.2395 0.2522 -0.3102
H -4.56254 -1.45601 0.24815 0.3555 0.2007 0.1112
H -4.36461 -2.37941 1.69100 -0.0822 0.1406 0.1839
H -2.01862 -2.36412 1.65825 0.2261 -0.1709 0.6496
H -1.84381 -1.21082 0.37157 -0.6179 -0.0032 0.0222
H -1.49230 -4.24456 -1.40676 0.6747 0.7916 0.6797
H -0.73749 -3.99093 0.26833 -0.6847 0.0303 -0.7321
H -0.67431 -2.64207 -0.83382 -0.1063 -0.1466 -0.5825
C 5.02721 -4.68836 8.73400 -0.5720 -1.8687 1.9283
O 5.29113 -3.46316 8.17235 0.4824 0.1005 0.4763
C 4.34962 -3.01462 7.24572 -2.0186 -0.3513 0.3846
C 4.55196 -3.64427 5.87582 0.6069 1.2757 -1.0576
N 3.47698 -3.37805 4.87974 1.2978 -1.4582 0.4540
C 3.71834 -2.08915 4.25034 -1.0198 0.3398 -1.0186
C 2.51868 -1.73022 3.40243 -0.3157 -1.2687 0.4125
O 2.48422 -2.65974 2.33347 0.7242 -0.5025 0.5078
C 1.24537 -2.82924 1.69422 1.0739 1.4244 -1.0112
H 3.94299 -4.77166 9.11327 1.4643 0.2416 -0.2587
H 5.76870 -4.94657 9.56775 -1.1157 0.9257 -0.8754
H 5.16979 -5.53279 8.06728 -0.1092 -0.1396 -0.6403
H 4.60468 -1.97981 7.23352 -0.4023 1.0308 -0.4744
H 3.22465 -3.11819 7.61823 2.1575 -0.0277 -0.6258
H 4.81100 -4.68440 5.92164 -0.4436 -0.7134 0.2981
H 5.46727 -3.18825 5.43997 0.0060 -0.1720 0.4753
H 3.66000 -4.13611 4.16960 -0.7746 1.3917 0.6853
H 4.51163 -2.12633 3.51180 0.7604 -0.0785 -0.0080
H 3.93378 -1.22698 4.90156 -0.1256 -0.7280 0.3800
H 2.59892 -0.71713 3.11453 0.1857 1.3508 -1.0685
H 1.59137 -1.79958 3.95091 -0.3802 -0.1895 0.5359
H 1.32576 -3.64869 0.97269 0.1144 0.3720 -0.0008
H 1.03702 -1.84295 1.22500 -0.5181 -0.6864 -0.3301
H 0.48249 -3.04534 2.37992 -1.2406 -0.3865 1.1507
C -2.03981 5.56942 -0.94006 0.4999 0.1176 2.7237
O -1.28024 4.59153 -0.19010 -1.4175 -1.2525 -0.5709
C -1.94007 3.25829 -0.30806 1.6896 1.4194 -0.1111
C -1.14745 2.34444 0.57484 -2.8612 -2.6671 1.0297
N 0.26922 2.28267 0.49519 0.2490 3.2628 -2.3960
C 0.89036 1.78008 1.66004 -0.2644 -0.2278 1.5743
C 2.35005 2.09782 1.70692 0.8896 -0.2653 0.1833
O 3.02955 1.62661 0.53777 -0.3896 0.6192 0.2732
C 4.24291 2.34381 0.21943 -2.1874 0.3662 1.6955
H -1.34544 6.38988 -1.05607 -0.0406 0.2989 -0.5500
H -2.87434 5.93561 -0.28509 0.3795 -0.3595 -0.7772
H -2.37747 5.11619 -1.83335 -0.4190 -0.0866 -1.1643
H -2.00812 2.98171 -1.33982 0.4193 -0.0298 -0.6326
H -2.96641 3.27114 0.02932 -0.3224 0.3005 0.4735
H -1.56738 1.27367 0.45899 0.4289 1.4329 0.0382
H -1.54837 2.62850 1.55862 0.6666 -0.0667 0.5292
H 0.52349 3.32131 0.35767 0.1491 -2.1246 0.2161
H 0.69645 0.69794 1.78200 0.0013 0.3517 -0.1459
H 0.45541 2.31737 2.53982 0.1984 -0.6405 -0.0542
H 2.74478 1.64619 2.66374 0.0223 0.4267 -0.8812
H 2.42252 3.19283 1.78126 0.3129 -0.0750 -0.0469
H 4.13677 3.41401 0.41893 -0.0363 -0.0094 0.2777
H 4.39087 2.26699 -0.80204 0.5223 -0.5717 -1.9950
H 4.99268 1.91358 0.81936 1.4556 -0.2833 0.4874
O 0.60357 2.12256 -2.82527 0.1610 -2.0452 -0.0007
C 0.78912 0.69029 -3.17784 -0.1455 0.0441 1.5612
C -0.04955 -0.32418 -2.38723 -0.8170 2.1167 -0.2974
O 0.12852 -0.28784 -0.98664 0.9929 -1.7402 0.1494
H 1.07085 2.15343 -1.97921 -0.2048 0.6273 0.2771
H 0.58344 0.60274 -4.20407 -0.3262 -0.1893 -1.3688
H 1.78027 0.37062 -2.97287 1.4338 0.3553 -0.1392
H 0.13247 -1.33121 -2.74123 0.0993 -0.0588 -0.1001
H -1.05233 -0.00410 -2.57337 -1.1590 -0.4340 -0.3293
H 0.10830 0.58081 -0.60632 0.0980 1.3906 0.0813
O 2.18900 -2.21408 -4.17740 -0.5307 -0.1423 -0.7038
C 1.88378 -3.59628 -4.35402 0.6716 -0.9110 1.5167
C 0.90243 -4.19041 -3.31771 0.0475 -1.0032 -1.2764
O 1.35168 -4.20063 -1.98389 0.5159 1.9460 -0.0010
H 2.64462 -2.02611 -3.33905 -0.1633 -0.4934 -0.0361
H 1.47916 -3.88454 -5.32094 -0.2481 1.0520 -0.3965
H 2.80478 -4.21296 -4.32024 -0.1211 0.3588 0.2984
H 0.79925 -5.25871 -3.67034 -0.1000 0.8752 0.6174
H -0.09484 -3.72208 -3.40975 0.2562 0.0095 0.0398
H 1.61309 -3.24188 -1.80115 -0.1532 -1.5958 0.1086
C -2.36932 2.92608 -4.75207 0.8993 -1.4570 -0.9829
O -2.24800 2.51734 -3.40284 0.5475 0.1234 0.2883
H -1.42888 3.33265 -5.12086 0.1987 0.0185 0.0183
H -2.61386 2.04977 -5.41679 -0.0233 0.8075 0.6554
H -3.07863 3.70868 -4.86528 -0.9352 0.5130 0.0750
H -1.28772 2.43620 -3.18777 -0.7050 -0.0280 -0.0996
C 3.61838 -1.68588 -0.35117 0.1362 -0.9896 -0.6585
O 2.62748 -1.55988 -1.36354 -1.1641 0.2710 -0.0034
H 4.30168 -0.87813 -0.39329 0.4312 1.2839 0.2464
H 3.21488 -1.85949 0.63866 0.0906 0.1389 -0.0768
H 4.22924 -2.53126 -0.65677 -0.0667 -0.4429 0.2232
H 1.82576 -1.09240 -1.01919 0.6715 -0.1151 -0.1087
C 1.86374 5.35843 -1.09201 -0.0796 -2.2080 -1.2468
O 1.44755 5.86730 0.13325 1.0313 0.5275 0.5886
H 2.89882 5.63995 -1.35709 -0.5766 0.1701 0.4641
H 1.82994 4.20624 -1.15926 0.2382 1.3666 0.4241
H 1.18712 5.64098 -1.89915 0.0721 0.3777 -0.1972
H 0.60424 5.50178 0.37402 -0.7925 -0.3056 -0.0861
C -5.78886 1.56053 -2.57077 -0.5233 1.3608 0.5896
O -4.55670 1.32752 -1.90235 0.1431 -0.0555 -0.7584
H -5.73368 2.46240 -3.16342 0.1701 0.5246 -0.1748
H -6.13573 0.83264 -3.27641 0.1586 -1.1021 -0.0558
H -6.56650 1.77245 -1.82492 0.1119 -0.3884 -0.1042
H -3.88970 1.83832 -2.39850 0.1533 -0.3052 0.2373
C -2.96109 -2.02295 -3.34181 -0.7221 0.5461 -1.7399
O -3.28062 -0.64465 -3.75209 1.2185 -1.5957 -0.4948
H -3.23499 -2.21007 -2.31079 0.1101 -0.0940 0.1358
H -3.54774 -2.66485 -4.04027 0.2569 0.1553 0.7371
H -1.90267 -2.28854 -3.54888 -0.4783 0.5895 0.3539
H -3.72413 -0.20017 -3.04653 -0.4398 0.3994 0.9886
C 3.91836 1.57321 -5.04847 -0.7419 -0.3719 -2.0530
O 3.39002 2.57297 -4.22959 0.5957 0.1504 0.6013
H 3.88396 0.53191 -4.67936 -0.2272 0.4717 0.1402
H 3.43399 1.62556 -6.07272 0.2225 -0.4097 0.9835
H 4.92742 1.82467 -5.27486 1.0045 0.1599 0.2037
H 2.44996 2.46435 -4.20250 -0.9042 0.0256 0.2437
```
Positions in Å, forces in eV/Å.

## Properties
SMILES string: COCCNCCOC.COCCNCCOC.COCCNCCOC.OCCO.OCCO.CO.CO.CO.CO.CO.CO
2S+1: 1
HOMO energy, eV: -8.47
HOMO-LUMO gap, eV: 9.0050
Maximum force, eV/Å: 4.056